{
  "formula": "C34H64As3N3O4PTi",
  "method": "ωB97M-V/def2-TZVPD",
  "charge": 3,
  "max_force_ev_per_a": 4.752,
  "homo_energy_ev": [-14.29, -14.29],
  "orbital_gap_ev": [3.0, 3.0],
  "relative_energy_ev": 2.081,
  "symbols": ["Ti", "N", "C", "C", "O", "O", "H", "H", "H", "H", "O", "C", "C", "C", "C", "N", "C", "C", "C", "C", "C", "C", "O", "C", "C", "N", "H", "H", "H", "H", "H", "H", "H", "H", "H", "H", "H", "H", "C", "As", "C", "C", "C", "C", "C", "As", "C", "C", "C", "As", "C", "C", "H", "H", "H", "H", "H", "H", "H", "H", "H", "H", "H", "H", "H", "H", "H", "H", "H", "H", "H", "H", "H", "H", "H", "H", "H", "H", "H", "C", "C", "C", "P", "C", "C", "C", "C", "C", "C", "H", "H", "H", "H", "H", "H", "H", "H", "H", "H", "H", "H", "H", "H", "H", "H", "H", "H", "H", "H", "H"],
  "positions_angstrom": [[-1.6709, 0.7579, -1.2897], [-3.0085, 1.7703, -2.5319], [-2.3463, 1.9329, -3.8162], [-1.0221, 1.2328, -3.9454], [-0.3625, 1.3418, -4.9797], [-0.5742, 0.4937, -2.9281], [-3.9038, 1.2800, -2.6589], [-3.2747, 2.7286, -2.1964], [-2.1386, 2.9892, -3.9586], [-2.9865, 1.5548, -4.6402], [-6.4149, -1.7698, 2.9726], [-5.6212, -0.7123, 3.5743], [-4.6732, -0.3143, 2.4912], [-4.0898, 0.9625, 2.3823], [-3.2769, 1.3014, 1.2981], [-2.9966, 0.3907, 0.3287], [-3.5318, -0.8760, 0.4378], [-4.3673, -1.2269, 1.5034], [-3.1954, -1.7643, -0.6393], [-3.9337, -2.9234, -1.0508], [-3.3573, -3.8407, -1.9562], [-4.0094, -5.1751, -2.1030], [-5.3759, -4.9231, -1.9251], [-2.2128, -3.3284, -2.6318], [-1.6676, -2.1042, -2.3390], [-2.1833, -1.2794, -1.4026], [-7.0979, -2.0520, 3.5851], [-5.0100, -1.1134, 4.4210], [-6.2675, 0.0837, 3.9461], [-4.1857, 1.7229, 3.1447], [-2.9435, 2.3373, 1.1106], [-4.7671, -2.2132, 1.5299], [-4.8508, -3.1383, -0.5611], [-3.6005, -5.9174, -1.3911], [-3.7579, -5.6003, -3.1079], [-5.9923, -5.6595, -2.1057], [-1.7760, -3.8511, -3.4723], [-0.7509, -1.7746, -2.8559], [1.6686, -1.0176, 3.5151], [0.4798, 0.3785, 2.6748], [-0.7196, 0.6129, 4.2417], [1.8335, 1.7670, 3.2196], [1.6051, 3.1225, 2.5665], [0.3488, 3.8881, 3.1025], [1.6048, 3.0520, 1.0366], [0.1206, 2.4393, -0.2216], [1.0884, 3.0150, -1.8679], [-0.9437, 4.1375, 0.0795], [2.8523, 3.8916, 3.0887], [3.4980, 5.8425, 3.0050], [4.5456, 5.8346, 1.2172], [1.8632, 6.8525, 2.3765], [1.7727, -0.7784, 4.5962], [2.6587, -1.0160, 3.0659], [1.2060, -1.9884, 3.2656], [-0.3462, 1.1482, 5.1141], [-1.0246, -0.4358, 4.4820], [-1.5952, 1.1315, 3.8316], [2.7973, 1.2870, 2.9296], [1.8583, 1.8643, 4.3061], [-0.5313, 3.2243, 2.9083], [0.2093, 4.8446, 2.6053], [0.4762, 4.0550, 4.1974], [2.4460, 2.3524, 0.8423], [1.8701, 4.0499, 0.6775], [1.7969, 3.7838, -1.6092], [0.3295, 3.3264, -2.5966], [1.6662, 2.1041, -2.1308], [-1.2977, 4.6271, -0.8359], [-0.2129, 4.7942, 0.5661], [-1.7387, 4.0220, 0.7732], [3.6884, 3.3510, 2.6567], [2.9094, 3.7339, 4.1659], [4.2508, 5.0038, 0.6047], [5.6175, 5.7313, 1.3845], [4.4492, 6.8019, 0.6725], [1.2195, 6.9967, 3.2282], [1.2895, 6.3275, 1.5650], [2.1559, 7.7511, 1.8992], [1.2181, -4.3827, -3.5903], [2.3117, -3.4020, -3.1186], [2.7663, -2.4932, -4.2987], [1.7781, -2.4766, -1.6335], [3.3103, -1.5814, -1.0488], [3.2023, -0.0804, -1.2762], [4.6758, -2.1904, -1.4686], [1.7529, -3.7783, -0.2512], [2.2261, -5.1853, -0.5863], [0.3372, -3.8028, 0.3489], [1.6749, -5.3192, -3.9022], [0.6982, -3.8943, -4.4754], [0.4543, -4.5941, -2.8607], [3.2068, -3.9732, -2.7981], [3.2649, -3.1041, -5.0772], [3.4610, -1.7166, -3.9940], [1.9068, -2.0050, -4.7789], [3.2538, -1.7630, 0.0467], [2.2377, 0.3473, -0.9137], [3.2078, 0.1397, -2.3246], [4.0448, 0.5165, -0.8160], [4.9336, -1.8479, -2.4703], [4.7086, -3.2851, -1.4908], [5.5249, -1.7859, -0.8370], [2.4471, -3.3765, 0.4967], [1.5457, -5.6122, -1.2967], [2.1357, -5.8140, 0.3101], [3.2967, -5.2465, -0.8442], [-0.3033, -4.4689, -0.2600], [-0.2107, -2.8404, 0.3593], [0.3610, -4.2165, 1.4121]],
  "lowdin_charge": [1.113, -0.016, -0.114, -0.566, 0.157, -0.168, 0.151, 0.160, 0.153, 0.175, -0.053, -0.135, -0.118, 0.041, -0.087, -0.039, -0.158, 0.098, -0.162, 0.119, -0.088, -0.188, -0.042, 0.045, -0.107, -0.007, 0.111, 0.161, 0.145, 0.138, 0.105, 0.131, 0.124, 0.155, 0.154, 0.138, 0.127, 0.089, -0.293, 1.110, -0.321, -0.367, -0.670, -0.046, -0.293, 1.135, -0.219, -0.233, -0.377, 1.189, -0.309, -0.337, 0.056, 0.017, 0.013, 0.043, 0.037, -0.028, 0.088, 0.093, 0.062, 0.040, 0.115, 0.089, 0.078, 0.048, 0.038, 0.028, 0.047, 0.017, -0.006, 0.060, 0.057, -0.023, 0.011, 0.032, 0.010, 0.002, 0.002, -0.120, -0.571, -0.094, 1.078, -0.558, -0.152, -0.088, -0.537, -0.098, -0.152, 0.092, 0.094, 0.026, 0.091, 0.102, 0.047, 0.071, 0.082, 0.018, 0.058, 0.106, 0.066, 0.069, 0.107, 0.087, 0.055, 0.093, 0.090, 0.065, 0.030, 0.101]
}